A 9-piece molecular cluster, C43H46N8O3 overall in a non-equilibrium geometry, computed with ωB97M-V/def2-TZVPD.

* SMILES string: COC(=O)OC.c1ccncc1.c1ccncc1.c1ccncc1.c1ccncc1.c1ccncc1.c1ccncc1.c1ccncc1.c1ccncc1
* orbital gap: 9.90 eV
* charge: 0
* E_tot: -63397.206 eV

Each line ends with the Löwdin charge.
Atoms and positions in Å:
1 N -3.140136 2.421079 0.138574  0.083
2 C -2.403063 3.366324 -0.470825  -0.152
3 C -1.920830 4.527592 0.097533  -0.073
4 C -2.211334 4.750398 1.416123  -0.092
5 C -3.028088 3.824759 2.080322  -0.096
6 C -3.424338 2.666909 1.415311  -0.152
7 H -2.249797 3.147209 -1.504557  0.076
8 H -1.298445 5.190463 -0.507716  0.113
9 H -1.857156 5.625408 1.990435  0.116
10 H -3.343473 3.942278 3.112556  0.104
11 H -4.055989 1.926434 1.932326  0.097
12 N 1.771472 -1.727217 1.910302  0.078
13 C 2.619010 -1.978004 0.944664  -0.164
14 C 2.892808 -3.279787 0.570673  -0.070
15 C 2.186687 -4.291405 1.149013  -0.094
16 C 1.369715 -4.049541 2.223696  -0.083
17 C 1.221329 -2.738204 2.599149  -0.141
18 H 2.994409 -1.141686 0.389664  0.073
19 H 3.648426 -3.387395 -0.180508  0.099
20 H 2.435379 -5.332127 0.943440  0.112
21 H 0.814529 -4.864283 2.638113  0.100
22 H 0.565678 -2.487214 3.438041  0.109
23 N 2.887458 3.664221 -0.756310  0.044
24 C 3.949994 3.899034 0.014223  -0.170
25 C 4.398209 3.025337 0.994770  -0.066
26 C 3.630554 1.897802 1.262700  -0.062
27 C 2.401074 1.749904 0.631469  -0.066
28 C 2.090118 2.658841 -0.402724  -0.161
29 H 4.604217 4.775736 -0.312263  0.125
30 H 5.325033 3.140802 1.464558  0.082
31 H 3.829171 1.147235 1.978264  0.097
32 H 1.862677 0.847464 0.854290  0.064
33 H 1.184386 2.444418 -0.945425  0.088
34 N 0.458221 0.646711 4.835080  0.064
35 C 0.376859 1.484179 5.876773  -0.137
36 C -0.129035 2.814286 5.717787  -0.072
37 C -0.507413 3.278945 4.464693  -0.066
38 C -0.509383 2.324637 3.415000  -0.063
39 C -0.065584 1.059101 3.670676  -0.175
40 H 0.658704 1.160967 6.834625  0.080
41 H -0.237755 3.441240 6.620612  0.102
42 H -0.817286 4.278675 4.305774  0.085
43 H -0.991071 2.544661 2.442523  0.089
44 H 0.127736 0.388004 2.880623  0.058
45 N -6.060776 1.154429 4.553903  0.062
46 C -4.854760 1.383230 5.079964  -0.172
47 C -3.713775 0.764870 4.661422  -0.094
48 C -3.801123 -0.138680 3.664289  -0.128
49 C -4.964757 -0.447924 3.049566  -0.067
50 C -6.080499 0.293439 3.515474  -0.141
51 H -4.824299 1.963065 5.997020  0.104
52 H -2.782393 1.060878 5.220357  0.122
53 H -2.863409 -0.537365 3.381481  0.081
54 H -5.183597 -1.160983 2.281578  0.098
55 H -7.050087 0.049211 3.034835  0.107
56 N 1.665484 -4.485294 -4.204765  0.040
57 C 0.954989 -3.316213 -4.366231  -0.139
58 C -0.420197 -3.318706 -4.257822  -0.063
59 C -1.013572 -4.586570 -3.974590  -0.065
60 C -0.308745 -5.785977 -3.883756  -0.056
61 C 1.086337 -5.644875 -4.001096  -0.171
62 H 1.545189 -2.435106 -4.598299  0.084
63 H -0.940271 -2.387212 -4.334697  0.074
64 H -2.100041 -4.670342 -3.868940  0.105
65 H -0.869642 -6.655379 -3.695166  0.082
66 H 1.820332 -6.462614 -3.966741  0.106
67 N 3.559553 -0.247196 -2.048781  0.080
68 C 4.078435 0.911143 -2.352885  -0.128
69 C 4.740386 1.078249 -3.609704  -0.045
70 C 4.747378 0.064737 -4.554812  -0.085
71 C 4.188879 -1.137165 -4.186457  -0.092
72 C 3.527188 -1.181363 -3.007250  -0.176
73 H 4.069719 1.679833 -1.615260  0.066
74 H 5.312885 2.028848 -3.784769  0.117
75 H 5.221292 0.202768 -5.518585  0.107
76 H 4.143498 -1.976970 -4.877042  0.114
77 H 3.017684 -2.101060 -2.780287  0.088
78 N -1.593129 -0.558690 0.824662  0.088
79 C -1.697119 -1.887310 0.778869  -0.179
80 C -1.063135 -2.709342 -0.137160  -0.066
81 C -0.163000 -2.148177 -1.070540  -0.052
82 C 0.007819 -0.792092 -0.970893  -0.107
83 C -0.642837 -0.031791 -0.007399  -0.144
84 H -2.363696 -2.237403 1.553901  0.095
85 H -1.148597 -3.804869 0.018869  0.115
86 H 0.252737 -2.874102 -1.816415  0.111
87 H 0.762786 -0.239514 -1.589161  0.113
88 H -0.477680 1.049705 -0.091089  0.093
89 C -3.306319 -0.517597 -2.268303  0.043
90 O -2.164936 -0.686576 -3.302267  -0.060
91 C -1.283918 0.357973 -3.277596  -0.643
92 O -1.478760 1.494837 -2.929962  0.110
93 O -0.246196 -0.058630 -3.986532  -0.043
94 C 0.654239 0.931777 -4.508892  -0.001
95 H -3.436063 -1.579445 -1.926046  0.098
96 H -4.114114 -0.192270 -2.937518  0.086
97 H -3.090974 0.309209 -1.541618  0.074
98 H 0.216255 1.249496 -5.441916  0.100
99 H 1.571317 0.421720 -4.683933  0.066
100 H 0.844406 1.761197 -3.815050  0.102

Atomic forces in eV per Å
N 0.449 0.692 0.215
C -0.668 -0.832 -0.405
C 0.585 0.025 -0.493
C -0.636 0.362 1.705
C 0.144 -0.071 -0.231
C -0.723 -0.036 0.314
H 0.384 0.063 -0.562
H -0.246 -0.126 0.293
H -0.150 -0.433 -0.610
H 0.182 0.150 -0.099
H 0.429 0.362 -0.266
N -0.621 0.722 1.487
C -0.586 -0.611 -0.094
C 0.513 0.811 -0.687
C 1.250 -1.630 0.289
C -0.356 0.288 -0.394
C -0.639 0.580 0.002
H 0.415 0.343 -0.191
H 0.156 -0.572 -0.411
H -0.239 0.182 -0.453
H -0.154 -0.170 0.589
H 0.266 0.201 -0.231
N -0.803 0.402 0.467
C 1.484 0.675 -1.070
C -1.171 -0.609 -0.516
C -1.275 0.804 -0.462
C 1.051 0.763 -0.834
C 0.287 -1.206 1.096
H -1.014 -1.175 0.618
H 1.201 0.469 0.668
H 0.875 -0.514 0.780
H -0.670 0.007 -0.062
H -0.185 0.430 -0.555
N -0.306 0.271 1.118
C -1.374 1.670 -2.406
C 0.359 -0.496 0.744
C 0.237 -2.224 -0.181
C -1.073 1.428 0.066
C 1.520 0.081 0.657
H 0.535 -0.591 1.054
H 0.276 -0.255 -0.643
H -0.363 0.790 -0.092
H 0.827 -0.067 0.664
H -0.404 -0.891 -0.960
N 0.052 -0.483 -1.215
C -1.079 -0.105 0.935
C 1.060 1.743 1.974
C 2.071 -0.978 -0.828
C -2.609 1.457 0.688
C -0.232 -0.725 0.051
H -0.137 0.404 -0.216
H -0.776 -0.710 -1.011
H 0.732 -0.849 -0.613
H 0.581 -0.303 -0.341
H 0.470 0.550 0.548
N 0.329 1.950 -0.527
C 0.228 -2.196 0.219
C 0.504 -1.538 0.313
C -0.615 0.449 -0.358
C 0.783 2.585 -0.170
C -0.016 -0.456 -0.029
H -0.162 -0.037 0.120
H -0.565 0.072 -0.015
H 0.303 0.316 -0.025
H -0.126 -1.188 0.140
H -0.690 -0.002 0.174
N -1.497 -0.440 0.102
C 1.792 -0.354 -2.097
C 0.305 1.579 0.569
C 0.756 0.818 0.470
C -0.525 -0.036 -1.583
C 0.099 -1.019 1.433
H 0.110 0.426 0.341
H -0.904 -0.940 0.023
H 0.096 0.004 0.078
H 0.028 0.082 0.202
H -0.218 -0.272 0.439
N 1.905 0.932 -0.847
C -0.352 0.757 0.185
C 0.829 -0.683 0.236
C -1.264 -2.068 0.444
C 1.847 1.335 -0.616
C -1.541 -0.694 -0.206
H -0.131 -0.656 -0.088
H -0.099 0.819 -0.528
H 0.030 1.317 0.733
H -0.754 -0.757 0.456
H -0.370 -0.337 0.682
C 0.970 -0.287 -1.868
O -0.278 1.580 2.544
C -1.480 -0.443 -1.823
O 0.073 -0.488 0.614
O 0.910 -0.211 0.137
C -0.558 0.189 0.568
H 0.006 1.416 0.139
H -0.138 -0.252 0.614
H 0.013 -1.177 -0.412
H 0.085 0.510 -0.275
H 0.734 -0.443 -0.206
H -0.353 -0.228 -0.192